105
Properties=species:S:1:pos:R:3:forces:R:3 method="wB97M-V/def2-TZVPD" e_homo_ev=-8.9 e_lumo_ev=0.5 smiles="CCC[C@H](C)[C@]1(OCC)[C@H](CCO)C(=O)O[C@@H]1Cl.COCCOC.COCCOC.COCCOC.COCCOC" mol_weight_g_mol=639.3 orbital_gap_ev=9.375 e_above_lowest_ev=7.115
C -0.08003 1.51046 2.41134 0.8 0.5 1.1
C 0.97355 0.59550 3.33521 -1.1 0.9 0.9
C 0.49960 -0.95903 3.51326 -0.5 0.8 0.3
C 0.92901 -2.00049 2.34509 -1.8 -1.0 1.1
C 0.12171 -3.42314 2.70845 -0.7 0.6 -0.1
C 2.52573 -2.21346 2.05274 -0.6 0.6 -4.2
O 3.55501 -1.34919 2.59864 -1.4 -2.0 0.4
C 3.78900 -1.34034 4.00295 0.7 1.3 2.8
C 3.23568 -2.52463 4.95081 0.7 -0.4 1.2
C 3.01606 -3.75399 1.60104 1.6 1.5 -1.8
Cl 3.07819 -5.13506 2.78911 -0.7 1.0 -1.2
O 2.25721 -4.06146 0.34187 -0.8 1.7 -1.0
C 1.99748 -2.85998 -0.52134 -1.3 0.3 -2.3
O 1.46613 -2.84780 -1.74560 3.6 -0.7 8.4
C 2.58815 -1.68068 0.45227 2.6 0.2 -0.8
C 2.34251 -0.10391 0.13226 -0.1 -0.1 -1.3
C 3.11879 0.37188 -1.27160 -0.3 0.8 1.1
O 2.42859 -0.06367 -2.49427 2.4 -1.2 0.7
H 0.23166 2.63802 2.64834 -0.7 -2.4 -0.8
H -1.18751 1.40041 2.82263 2.4 0.0 -1.0
H 0.00034 1.28513 1.26689 -0.3 0.5 2.3
H 0.88519 1.08507 4.42223 0.2 -1.0 -2.3
H 2.08775 0.75557 3.01905 -2.2 -0.5 0.4
H 0.77901 -1.27903 4.61668 -0.3 0.3 -2.4
H -0.69574 -0.92968 3.51000 2.6 -0.1 -0.1
H 0.36968 -1.62569 1.35727 1.6 -0.7 2.1
H -1.00831 -3.11250 2.93225 2.5 -0.7 -0.5
H 0.08081 -4.16581 1.80543 0.3 1.4 1.8
H 0.53075 -3.94421 3.67221 -0.7 0.9 -1.9
H 3.36753 -0.31326 4.44557 0.7 -2.1 -1.0
H 4.96734 -1.26585 4.18762 -2.5 -0.3 -0.6
H 4.04920 -3.39430 5.03868 -2.0 1.8 -0.4
H 3.15795 -2.08534 6.05882 0.2 -0.8 -2.5
H 2.17650 -2.95603 4.70831 2.2 0.8 0.2
H 4.12492 -3.73608 1.15837 -2.2 0.4 1.6
H 3.76229 -1.78725 0.25571 -2.2 0.1 0.2
H 2.78100 0.62715 0.96127 -1.2 -2.0 -1.5
H 1.20165 0.05446 -0.07193 2.2 0.0 0.6
H 3.08830 1.56492 -1.23874 0.1 -2.6 -0.2
H 4.24088 0.03617 -1.24492 -2.1 0.6 -0.1
H 2.95485 -0.85538 -2.86393 -1.5 1.8 1.0
C -4.93089 -7.31279 3.11726 -0.1 -0.2 -0.2
O -4.81409 -7.08464 1.71695 0.2 0.4 0.4
C -4.47802 -5.72603 1.41779 0.2 -0.5 -0.4
C -3.00026 -5.59187 1.04075 -0.2 0.3 0.6
O -2.15466 -5.83021 2.17039 -0.2 -0.4 -0.3
C -1.54882 -7.11746 2.12648 0.0 0.2 0.2
H -5.01668 -8.39085 3.28206 0.0 0.2 -0.1
H -4.05710 -6.94665 3.66033 0.0 0.1 0.0
H -5.83607 -6.82917 3.49739 0.0 0.0 0.1
H -4.73293 -5.06416 2.25410 0.1 -0.1 0.0
H -5.08779 -5.43116 0.55775 0.0 0.0 0.0
H -2.81274 -4.56250 0.71695 0.0 0.0 0.0
H -2.74356 -6.25849 0.20910 -0.1 0.0 0.1
H -0.78883 -7.14335 1.33989 0.0 -0.1 0.0
H -2.28745 -7.90561 1.95623 0.0 0.0 0.0
H -1.06197 -7.30030 3.08818 -0.1 0.1 -0.1
C 1.08036 2.98238 -7.10084 0.3 -0.1 -0.1
O 2.01527 2.03833 -6.58968 -0.5 0.1 0.1
C 1.56071 1.43183 -5.37568 0.5 -0.4 -0.3
C 1.04572 0.01191 -5.62575 -0.4 0.4 0.4
O -0.16830 0.02806 -6.38327 0.4 -0.1 -0.4
C 0.04267 -0.32922 -7.74482 -0.2 0.1 0.2
H 1.40463 3.27626 -8.10344 0.1 -0.1 0.2
H 0.07613 2.55910 -7.17049 0.0 0.1 0.1
H 1.06672 3.87251 -6.46426 -0.2 0.0 0.0
H 0.79519 2.04876 -4.89003 0.0 -0.1 -0.1
H 2.42472 1.37882 -4.70552 -0.1 0.0 0.0
H 0.81059 -0.45105 -4.66138 0.1 0.1 0.0
H 1.80851 -0.60316 -6.11744 0.0 0.2 0.0
H 0.27119 -1.39670 -7.81731 0.1 0.0 -0.1
H 0.84961 0.25540 -8.19515 0.0 0.0 0.0
H -0.87935 -0.13142 -8.29806 0.0 0.0 0.2
C -2.43120 2.34843 -5.20067 0.2 0.0 0.1
O -2.36180 3.31870 -6.24006 -0.4 -0.3 -0.2
C -3.05801 2.89855 -7.41779 0.0 0.7 0.2
C -4.40715 3.61071 -7.54653 0.0 -0.7 0.1
O -5.31926 3.17783 -6.53232 0.3 0.4 0.1
C -5.45997 4.13748 -5.49057 -0.1 -0.2 0.0
H -2.03386 2.79816 -4.28602 0.0 0.1 -0.2
H -3.45885 2.03007 -5.01339 0.0 0.0 0.0
H -1.81380 1.48277 -5.45987 -0.1 0.0 0.1
H -3.18438 1.80939 -7.43288 -0.1 0.1 0.1
H -2.43174 3.17620 -8.27168 0.0 0.0 0.0
H -4.85482 3.34297 -8.50962 0.0 0.0 0.0
H -4.28176 4.69961 -7.52462 0.1 -0.1 0.1
H -6.01684 5.00476 -5.85759 0.0 0.1 0.1
H -4.48900 4.45624 -5.10155 0.0 0.0 -0.1
H -6.02632 3.67850 -4.67575 0.0 0.0 -0.2
C 1.78541 7.38281 5.00037 0.1 0.1 0.2
O 1.47877 6.98503 6.33240 -0.2 -0.2 -0.4
C 0.28735 6.19485 6.39883 0.5 -0.1 0.5
C 0.61718 4.71090 6.58053 -0.3 0.2 -0.6
O 1.22783 4.16919 5.40512 0.3 0.2 0.4
C 2.63312 4.00211 5.55754 -0.2 0.0 -0.2
H 2.78410 7.82929 4.99818 -0.2 -0.1 0.1
H 1.78311 6.53306 4.31451 -0.1 0.0 0.0
H 1.06638 8.13602 4.66362 0.0 0.0 -0.1
H -0.34008 6.35350 5.51360 0.1 -0.1 0.0
H -0.27270 6.53959 7.27401 0.0 0.0 0.0
H -0.31693 4.16002 6.73414 0.0 0.0 0.0
H 1.25010 4.55279 7.46163 0.0 0.1 -0.1
H 2.83620 3.17735 6.24711 0.1 0.0 0.1
H 3.11135 4.91630 5.91985 0.0 0.0 0.0
H 3.05670 3.75273 4.58095 -0.2 0.0 0.1